w.
Computed, not measured: a single C6H8N2 molecule, with ωB97M-V/def2-TZVPD.

Summary:
- SMILES = C1=C[C@H]2C=NN[C@@H]2C1
- orbital gap (eV) = 9.983

Geometry as ORCA input:
```
! wB97M-V def2-TZVPD RIJCOSX def2/J DEFGRID3
* xyz 0 1
C 0.87020 0.93830 1.15886
C 0.27020 -0.30403 1.86002
C -0.43385 -1.25981 1.09403
C -0.33211 -0.64032 -0.27045
C -0.93304 -0.77777 -1.68353
C -0.20072 0.81974 -0.20440
H 0.86842 1.95258 1.77500
H 1.87138 1.02396 0.86883
H 0.55766 -0.83366 2.92347
H -1.00746 -2.18531 1.36140
H 0.72017 -0.82705 -0.69474
H -1.91101 -1.42558 -2.04637
H 0.63793 1.67249 -1.93160
H -1.28188 1.13699 -0.20040
N -0.26004 0.02095 -2.47666
N 0.56414 0.68851 -1.53345
*
```

=====

x.
Computed, not measured: a single C6H8N2 molecule, with ωB97M-V/def2-TZVPD.

Summary:
- SMILES = [H]/N=C1\CC=CN=C1C
- orbital gap (eV) = 8.340

Geometry as ORCA input:
```
! wB97M-V def2-TZVPD RIJCOSX def2/J DEFGRID3
* xyz 0 1
C -0.37609 -1.64604 -0.09266
C 1.21336 1.91971 0.26711
C 0.67129 -0.58082 0.03304
C 0.14909 0.87671 0.22619
C -1.84029 0.39407 -0.15905
C -1.62431 -0.91435 -0.44135
N -1.01887 1.14099 0.68651
N 1.92541 -0.76668 0.03864
H 2.21303 -1.74424 -0.02597
H -0.11308 -2.32952 -0.90921
H -0.47033 -2.23725 0.82316
H -2.78887 0.87122 -0.36812
H -2.39386 -1.49560 -0.93402
H 0.76836 2.90483 0.38025
H 1.87190 1.73560 1.11446
H 1.81328 1.87138 -0.63899
*
```

=====

The structure with the greatest stability is x.

=====

w.
Computed, not measured: a single C2H6N2S molecule, with ωB97M-V/def2-TZVPD.

Summary:
- SMILES = CN(N)C=S
- orbital gap (eV) = 9.131

Geometry as ORCA input:
```
! wB97M-V def2-TZVPD RIJCOSX def2/J DEFGRID3
* xyz 0 1
C -1.32287 -0.55214 0.03036
C 1.22005 -0.70483 0.01637
H -1.76471 -0.06494 -0.79632
H -1.40107 -1.53533 -0.26514
H -1.77236 -0.34888 1.00383
H 0.94647 1.67519 0.66386
H 0.23126 1.90827 -0.83492
H 0.91386 -1.80858 0.05721
N 0.11236 0.00826 0.04293
N 0.00803 1.43700 0.06918
S 2.82897 -0.01403 0.01264
*
```

=====

x.
Computed, not measured: a single C2H6N2S molecule, with ωB97M-V/def2-TZVPD.

Summary:
- SMILES = CC(=S)NN
- orbital gap (eV) = 8.881

Geometry as ORCA input:
```
! wB97M-V def2-TZVPD RIJCOSX def2/J DEFGRID3
* xyz 0 1
C -1.34002 1.39113 0.08680
C -0.26860 0.32852 -0.08286
H -1.80474 0.94002 1.02254
H -0.87169 2.40902 0.08534
H -2.03026 1.50822 -0.66818
H 1.45367 1.62553 0.55867
H 1.92934 -0.88309 -0.61008
H 1.74756 -0.79964 0.97481
N 1.04897 0.77609 -0.28268
N 2.10112 -0.14064 0.11512
S -0.80143 -1.22288 -0.01336
*
```

=====

The structure with the greatest stability is w.

=====

w.
Computed, not measured: 2 unconnected molecules or ions with the total composition CH2O2S3, with ωB97M-V/def2-TZVPD.

Summary:
- orbital gap (eV) = 7.090

Geometry as ORCA input:
```
! wB97M-V def2-TZVPD RIJCOSX def2/J DEFGRID3
* xyz 0 1
C 0.20723 0.74828 1.74940
O -1.21243 -0.51658 -1.53869
O 0.83403 -1.78491 -2.15855
S -0.37133 -0.75992 1.73189
S 0.36305 1.72765 0.33487
S -0.63693 -1.68351 -2.22178
H 0.42009 1.38178 2.67094
H 0.39629 0.88721 -0.56807
*
```

=====

x.
Computed, not measured: 2 unconnected molecules or ions with the total composition CH2O2S3, with ωB97M-V/def2-TZVPD.

Summary:
- orbital gap (spin up / spin down) (eV) = 8.001 / 8.001

Geometry as ORCA input:
```
! wB97M-V def2-TZVPD RIJCOSX def2/J DEFGRID3
* xyz 0 1
C -0.26481 0.51432 0.52796
O 1.21301 -1.34449 -0.79326
O 2.35134 -0.00211 0.94520
S 0.42306 1.53516 -0.74194
S -2.03594 -1.04324 -0.20210
S 1.23407 -0.23041 0.09070
H -0.64648 0.88273 1.46044
H -2.27424 -0.31196 -1.28699
*
```

=====

The structure with the greatest stability is w.

=====

w.
Computed, not measured: a single CH2N2O2S2 molecule, with ωB97M-V/def2-TZVPD.

Summary:
- SMILES = N#CO[S@@](N)(=O)=S
- orbital gap (eV) = 8.317

Geometry as ORCA input:
```
! wB97M-V def2-TZVPD RIJCOSX def2/J DEFGRID3
* xyz 0 1
C -0.83980 -1.90282 0.62119
N -1.70049 -2.63796 0.42261
N 0.42867 0.74945 -1.17220
O 0.06085 -1.04669 0.85209
O -1.01357 1.32239 0.78280
S 1.78877 1.91000 1.09833
S 0.31975 0.77361 0.50778
H -0.39784 0.39368 -1.56598
H 1.35367 0.43835 -1.54664
*
```

=====

x.
Computed, not measured: a molecular structure, CH2N2O2S2, with ωB97M-V/def2-TZVPD.

Summary:
- orbital gap (spin up / spin down) (eV) = 8.330 / 8.329

Geometry as ORCA input:
```
! wB97M-V def2-TZVPD RIJCOSX def2/J DEFGRID3
* xyz 0 1
C -1.43237 1.17433 -1.93174
N 0.42998 -0.38332 0.88596
N -0.91465 1.00191 -3.00685
O 0.98602 -0.21406 3.30092
O -2.09695 1.42899 -1.05570
S 0.86849 -1.89738 0.81010
S 0.53467 0.55577 2.11708
H 1.64972 -2.17776 2.00119
H -0.02491 0.51153 -3.12096
*
```

=====

The structure with the greatest stability is x.

=====

w.
Computed, not measured: a single C15H30N2O2 molecule, with ωB97M-V/def2-TZVPD.

Summary:
- SMILES = CCC(=O)NCCCCCCCCCNC(=O)CC
- orbital gap (eV) = 10.062

Geometry as ORCA input:
```
! wB97M-V def2-TZVPD RIJCOSX def2/J DEFGRID3
* xyz 0 1
C 0.50666 -2.12943 -4.87479
H 0.01122 -3.09420 -4.80672
C 1.38985 -1.91268 -3.65377
C 0.58688 -2.00765 -2.36097
O -0.58380 -2.32847 -2.31966
N 1.30937 -1.71913 -1.25904
H 2.24851 -1.36843 -1.35731
C 0.73633 -1.66697 0.06840
H 0.76793 -0.63180 0.41577
C 1.48459 -2.58016 1.03830
C 0.85554 -2.63609 2.43267
C 0.82233 -1.27596 3.14059
H 0.94427 -1.42483 4.21513
C -0.46956 -0.48529 2.88903
C -0.21160 1.01512 2.76780
H 0.56204 1.16848 2.01469
C -1.47041 1.77010 2.34898
H -1.83143 1.35368 1.40560
C -1.24708 3.27370 2.18248
H -2.20560 3.75212 1.96237
H -0.87193 3.69498 3.11688
C -0.25244 3.62364 1.07049
N -0.64278 3.09160 -0.21382
C 0.01055 2.08755 -0.83791
O 1.02391 1.58252 -0.39465
C -0.63294 1.66247 -2.14586
C -1.88296 0.81753 -1.90057
H -2.36907 0.59082 -2.84630
H -2.59559 1.33981 -1.26429
H -1.61683 -0.12546 -1.43125
H -0.88839 2.55231 -2.72636
H 0.09271 1.07458 -2.70811
H -1.50627 3.43032 -0.60768
H -0.16449 4.71328 0.99363
H 0.73278 3.21093 1.29098
H -2.25165 1.61436 3.09703
H 0.15725 1.40815 3.71815
H -0.93607 -0.82825 1.96567
H -1.18135 -0.67290 3.69625
H 1.67800 -0.68875 2.80206
H 1.44208 -3.33774 3.03037
H -0.15719 -3.03703 2.36111
H 1.50688 -3.58955 0.62003
H 2.51753 -2.23311 1.12718
H -0.30091 -1.99426 -0.03411
H 2.17786 -2.66957 -3.61958
H 1.86983 -0.93180 -3.69865
H -0.26198 -1.36218 -4.92295
H 1.09742 -2.09633 -5.78730
*
```

=====

x.
Computed, not measured: a single C15H30N2O2 molecule, with ωB97M-V/def2-TZVPD.

Summary:
- SMILES = CCCCCC(=O)NC[C@@H](C)NC(=O)CCCCC
- orbital gap (eV) = 10.077

Geometry as ORCA input:
```
! wB97M-V def2-TZVPD RIJCOSX def2/J DEFGRID3
* xyz 0 1
C -0.82386 -2.44913 2.13754
H -0.77678 -1.38276 2.34434
C 0.07450 -2.79095 0.95473
C 1.50092 -2.29505 1.18810
C 2.48796 -2.74965 0.11321
C 2.26839 -2.10569 -1.26260
C 2.73638 -0.66409 -1.26627
O 3.89829 -0.34726 -1.41164
N 1.74880 0.25499 -1.12392
H 0.81657 -0.04623 -0.88830
C 2.02720 1.66870 -1.06082
H 3.11162 1.77158 -1.14342
H 1.55719 2.17781 -1.91283
C 1.53044 2.30253 0.24599
N 0.08342 2.23005 0.30142
C -0.59094 1.46218 1.18637
O -0.03314 0.78993 2.02858
C -2.09490 1.46677 0.98702
C -2.46431 0.46261 -0.11056
C -3.97348 0.37953 -0.32345
C -4.34086 -0.64392 -1.39559
C -5.84776 -0.72961 -1.60285
H -6.34320 -1.02144 -0.67958
H -6.24607 0.23350 -1.91476
H -6.08753 -1.46407 -2.36792
H -3.95898 -1.62435 -1.10215
H -3.86027 -0.37020 -2.33809
H -4.35536 1.36124 -0.61459
H -4.45437 0.10308 0.61713
H -1.98262 0.74990 -1.05015
H -2.08755 -0.52184 0.17372
H -2.56541 1.16750 1.92390
H -2.44478 2.46520 0.71843
H -0.42670 2.77991 -0.37199
C 1.99720 3.74936 0.36417
H 1.61131 4.19400 1.27798
H 1.64752 4.33337 -0.48530
H 3.08192 3.78987 0.38885
H 1.89341 1.71667 1.09673
H 1.22179 -2.17640 -1.55836
H 2.87568 -2.63997 -1.99529
H 2.41388 -3.83479 0.00531
H 3.50509 -2.51663 0.43494
H 1.49519 -1.20688 1.26990
H 1.84324 -2.68665 2.14872
H -0.33767 -2.33779 0.04897
H 0.08605 -3.87353 0.80160
H -0.49529 -2.98060 3.02764
H -1.85638 -2.72803 1.93469
*
```

=====

The structure with the greatest stability is x.

=====

w.
Computed, not measured: 2 unconnected molecules or ions with the total composition C2H5NSi, with ωB97M-V/def2-TZVPD.

Summary:
- orbital gap (spin up / spin down) (eV) = 8.895 / 6.481

Geometry as ORCA input:
```
! wB97M-V def2-TZVPD RIJCOSX def2/J DEFGRID3
* xyz 0 1
C -2.40764 -0.36673 -0.05523
C -1.26708 -0.08386 -0.44409
N 1.51317 -0.81526 -0.05156
Si 0.42276 0.44505 -0.46549
H -3.38862 -0.51055 0.13362
H 2.45366 -0.61997 -0.13138
H 1.40862 -1.69434 0.58530
H 1.03139 1.25054 -1.36607
H 0.23373 2.39513 1.79489
*
```

=====

x.
Computed, not measured: a molecular structure, C2H5NSi, with ωB97M-V/def2-TZVPD.

Summary:
- orbital gap (spin up / spin down) (eV) = 7.316 / 7.316

Geometry as ORCA input:
```
! wB97M-V def2-TZVPD RIJCOSX def2/J DEFGRID3
* xyz 0 1
C 1.95141 -0.75529 -0.38132
C 0.99203 -1.08297 0.33438
N -0.04667 -0.61811 0.78020
Si -1.42649 -0.31407 -0.03897
H 2.77879 -1.06547 -0.90634
H -0.10674 1.84084 0.39048
H 0.50923 2.32650 0.50551
H -2.51136 0.37407 0.69356
H -2.14020 -0.70550 -1.37750
*
```

=====

y.
Computed, not measured: a single C2H5NSi molecule, with ωB97M-V/def2-TZVPD.

Summary:
- SMILES = C#C[SiH2]N
- orbital gap (eV) = 10.452

Geometry as ORCA input:
```
! wB97M-V def2-TZVPD RIJCOSX def2/J DEFGRID3
* xyz 0 1
C -2.66116 0.06392 -0.07855
C -1.48339 0.04008 0.10369
N 1.31592 0.64572 0.12432
Si 0.18643 -0.66197 0.06499
H -3.74742 0.07779 0.01948
H 1.77331 0.81118 -0.77420
H 1.72531 1.21735 0.83796
H 0.43245 -1.59613 1.20505
H 0.34133 -0.92401 -1.37601
*
```

=====

The structure with the greatest stability is y.